C25H29Br2N4OTi | ωB97M-V with the def2-TZVPD basis set

Structure (XYZ):
```
62
Properties=species:S:1:pos:R:3:nbo_charge:R:1
Br -1.650 -1.714 -1.790 -0.232
Br 2.265 0.394 -1.483 -0.461
Ti 0.471 0.504 0.257 1.620
O -0.019 3.257 3.295 -0.653
N 2.016 0.841 1.733 -0.485
N 0.101 -0.914 1.140 -0.894
N -0.167 2.125 1.287 -0.757
N -0.840 1.615 -1.164 -0.555
C 1.588 1.582 2.762 0.151
C 1.664 -2.618 3.977 -0.234
C -0.937 1.321 -2.474 0.097
C 0.236 -1.583 2.345 0.102
C -2.167 -0.958 3.067 -0.231
C 2.065 -4.670 1.947 -0.590
C -2.252 3.284 -2.821 -0.141
C 3.893 0.171 3.010 -0.249
C 2.267 1.653 3.962 -0.210
C 0.840 -2.201 5.002 -0.257
C -0.391 -1.638 4.678 -0.217
C 3.439 0.921 4.085 -0.149
C 3.145 0.142 1.843 0.086
C 0.346 2.409 2.487 0.642
C 1.358 -2.395 2.631 0.040
C 1.877 -3.010 0.140 -0.607
C -1.425 2.712 -0.665 0.251
C -0.730 -1.357 3.367 -0.021
C -1.255 2.945 0.809 -0.263
C -2.148 3.577 -1.471 -0.271
C -2.801 -1.978 2.115 -0.604
C -0.632 -1.639 -3.611 -0.869
C 2.199 -3.171 1.618 -0.254
C -1.642 2.151 -3.329 -0.269
C -2.433 0.452 2.555 -0.587
H -1.071 4.003 1.017 0.221
H 0.153 -2.378 -3.377 0.136
H -3.512 0.632 2.566 0.198
H -2.710 -2.993 2.505 0.202
H -2.316 -1.944 1.139 0.240
H 2.579 -3.152 4.211 0.195
H -2.805 3.947 -3.476 0.207
H -1.350 -2.227 -4.209 0.133
H 0.837 -3.264 -0.077 0.230
H -2.607 4.457 -1.043 0.213
H -0.479 0.404 -2.856 0.303
H -2.093 0.554 1.527 0.211
H 3.253 -2.900 1.776 0.185
H -3.861 -1.757 1.971 0.197
H -2.673 -1.040 4.036 0.188
H 1.115 -2.369 6.036 0.199
H 3.431 -0.434 0.974 0.240
H -1.114 -1.420 5.456 0.198
H -2.192 2.685 1.321 0.219
H 3.995 0.939 5.014 0.214
H -1.952 1.220 3.164 0.212
H 1.866 2.269 4.753 0.246
H -1.703 1.880 -4.373 0.231
H 1.022 -4.973 1.837 0.209
H 4.802 -0.411 3.064 0.221
H 2.663 -5.264 1.253 0.199
H 2.035 -2.012 -0.251 0.232
H 2.377 -4.914 2.962 0.196
H 2.517 -3.691 -0.427 0.195
```

The value obtained for the energy above the lowest of the compared OMol25 structures with the same formula, charge and spin is 43.2 kcal per mole. Its HOMO-LUMO gap is 5.53 eV. For the calculated total energy, the calculation gives -7261.95893 Eh. As for the total charge: -1.

C25H29BrCoF2N2Si | ωB97M-V with the def2-TZVPD basis set

Structure (XYZ):
```
61
Properties=species:S:1:pos:R:3:mulliken_spin:R:1
Br 0.022 -1.438 6.489 0.001
Co -0.591 -0.105 0.076 2.625
Si 0.723 -0.265 -2.687 -0.017
F -2.951 0.835 1.307 0.011
F -3.032 -1.325 0.725 0.008
N 0.113 1.756 -0.813 -0.037
N 0.045 -0.450 1.931 0.026
C 1.482 2.091 -0.318 0.048
C -0.876 2.780 -0.426 0.049
C 4.780 0.496 -3.273 0.001
C 0.961 4.513 -0.642 0.001
C 0.374 0.469 2.846 0.030
C -0.584 -1.360 -7.058 0.001
C -0.269 -1.676 2.377 0.018
C 3.395 0.536 -3.342 0.003
C 0.047 -1.045 4.642 0.009
C -0.281 -2.018 3.712 0.000
C -0.125 -1.372 -1.473 0.121
C -1.058 -0.354 -4.929 0.002
C 5.405 -0.393 -2.409 0.000
C -0.524 4.190 -0.911 0.007
C 0.121 1.517 -2.277 -0.003
C 0.238 -0.614 -4.481 0.012
C 3.253 -1.189 -1.691 -0.001
C 2.606 -0.305 -2.555 0.004
C 4.638 -1.235 -1.616 0.004
C -2.593 -0.067 0.267 0.078
C 1.114 -1.255 -5.359 -0.002
C 1.578 3.483 0.303 -0.004
C -1.469 -0.720 -6.202 0.000
C 0.709 -1.626 -6.634 0.000
C 0.392 0.223 4.203 -0.001
H 1.073 3.517 1.272 0.001
H 1.816 1.333 0.398 -0.013
H 0.480 -2.223 -1.148 0.015
H -0.907 1.600 -2.644 -0.007
H -1.767 0.135 -4.267 0.000
H 2.128 -1.467 -5.039 0.000
H 2.918 1.229 -4.030 0.000
H -0.551 -3.017 4.021 0.000
H 0.633 1.452 2.472 0.001
H 0.661 1.000 4.903 0.001
H -0.962 2.780 0.662 0.001
H -2.482 -0.509 -6.524 0.000
H -3.268 0.180 -0.566 -0.003
H 2.665 -1.853 -1.068 -0.008
H 6.486 -0.429 -2.355 0.000
H 1.064 5.517 -0.229 0.000
H 2.176 2.045 -1.160 0.004
H 5.119 -1.933 -0.942 0.000
H 1.405 -2.126 -7.297 0.000
H 5.372 1.155 -3.896 0.000
H 1.522 4.488 -1.580 -0.001
H -0.537 -2.404 1.620 0.005
H -0.903 -1.653 -8.050 0.000
H -1.177 4.890 -0.388 0.000
H -1.069 -1.764 -1.861 -0.004
H 0.703 2.292 -2.794 0.001
H -1.845 2.476 -0.819 0.013
H -0.743 4.279 -1.976 0.000
H 2.629 3.714 0.483 0.000
```

Its HOMO-LUMO gap (alpha / beta) is 6.87 / 8.02 eV. As for the multiplicity: 4. For the calculated total energy, the calculation gives -5525.53092 Eh. As for the total charge: 0. Its expectation value of S² is 3.7622.

C25H29Cl2N4O2RhTe | ωB97M-V with the def2-TZVPD basis set

Structure (XYZ):
```
64
Properties=species:S:1:pos:R:3:nbo_charge:R:1
Te -0.925 0.059 1.381 0.296
Rh 0.661 -0.574 -1.766 1.088
Cl 0.923 -1.247 -6.651 0.043
Cl 3.465 -0.123 -5.709 0.021
O 2.215 -2.586 -3.526 -0.639
O 1.193 -0.561 -3.711 -0.621
N 2.511 -0.064 -1.170 -0.571
N -1.193 -0.983 -1.899 -0.454
N 0.955 -2.449 -1.165 -0.587
N 0.211 1.323 -2.243 -0.547
C 0.704 4.089 1.793 -0.202
C -0.243 3.084 1.973 -0.289
C -1.553 -2.207 -1.487 0.239
C 0.192 1.845 2.415 -0.076
C -2.905 -2.477 -1.405 -0.222
C 2.676 -0.937 0.046 -0.262
C -3.156 0.364 3.442 -0.258
C 2.319 -1.472 -5.602 -0.318
C 2.450 2.604 2.545 -0.154
C 2.041 3.851 2.089 -0.223
C -3.363 -0.159 -2.018 -0.219
C -1.315 -0.966 4.260 -0.193
C -3.799 -1.448 -1.710 -0.092
C -3.262 -0.627 5.634 -0.179
C -2.002 -1.179 5.447 -0.204
C 1.818 -2.279 0.047 -0.253
C -1.906 -0.203 3.264 -0.210
C -0.392 -3.134 -1.071 -0.267
C 1.876 -1.591 -4.145 0.769
C 0.989 2.035 -1.182 -0.255
C -3.834 0.148 4.637 -0.183
C -1.303 1.428 -2.273 -0.268
C 2.427 1.437 -1.002 -0.250
C -2.004 0.065 -2.092 0.251
C 1.518 1.583 2.722 -0.321
H -1.630 2.082 -1.465 0.253
H -0.332 -1.397 4.115 0.209
H 3.248 -0.284 -1.833 0.424
H -3.799 -0.803 6.556 0.238
H 0.591 1.539 -3.162 0.431
H 0.385 5.069 1.460 0.238
H 0.438 1.942 -0.248 0.233
H 1.178 -2.265 0.926 0.236
H -3.607 0.964 2.661 0.223
H 3.724 -1.206 0.162 0.243
H -1.552 -1.781 6.226 0.235
H 1.825 0.628 3.132 0.230
H 2.495 -3.126 0.146 0.238
H -0.571 -3.469 -0.049 0.249
H -1.618 1.878 -3.213 0.259
H -4.862 -1.646 -1.656 0.257
H -4.075 0.640 -2.178 0.257
H 1.502 -2.876 -1.922 0.466
H 2.759 4.657 2.016 0.240
H 2.382 -0.353 0.917 0.238
H 3.489 2.427 2.798 0.225
H -4.814 0.583 4.782 0.236
H 2.831 -2.386 -5.875 0.264
H -1.294 3.286 1.805 0.237
H -0.387 -4.015 -1.712 0.259
H 1.095 3.099 -1.400 0.246
H 2.778 1.732 -0.015 0.251
H -3.263 -3.450 -1.099 0.258
H 3.092 1.884 -1.739 0.237
```

The value obtained for the energy above the lowest of the compared OMol25 structures with the same formula, charge and spin is 85.2 kcal per mole. Its HOMO-LUMO gap is 6.01 eV. For the calculated total energy, the calculation gives -2637.93323 Eh. As for the total charge: +2.

C25H29ClN2O2PPm | ωB97M-V with the def2-TZVPD basis set

Structure (XYZ):
```
61
Properties=species:S:1:pos:R:3:mulliken_spin:R:1
Pm -0.670 -0.512 0.900 4.064
Cl -1.321 -2.829 0.465 -0.025
P -0.075 0.072 -1.894 -0.022
O -0.405 -0.940 3.100 -0.010
O 3.368 -1.355 0.556 0.000
N 1.055 -0.552 4.827 -0.001
N -1.074 0.404 4.826 0.000
C 1.811 -1.758 4.486 0.000
C 0.401 0.888 6.738 0.000
C 0.688 3.306 -4.506 0.000
C -4.119 -0.452 -2.513 0.001
C -0.701 1.358 5.850 0.000
C -0.142 -0.365 4.249 -0.003
C -2.867 -0.251 -1.939 0.004
C 1.224 -3.447 -3.696 0.001
C 2.591 -3.297 -3.902 -0.001
C -3.189 -0.698 -4.640 0.000
C 3.095 -2.066 -3.514 0.001
C -2.477 0.200 4.459 0.000
C -4.350 -0.670 -3.864 0.000
C 0.396 -2.476 -3.137 0.000
C -1.701 -0.247 -2.736 -0.001
C 0.925 -1.225 -2.763 -0.003
C 0.200 2.090 -4.003 -0.001
C 1.827 3.727 -2.522 0.000
C 2.306 -1.063 -2.970 0.000
C 0.540 1.646 -2.721 -0.002
C 1.493 0.350 5.874 0.000
C -1.911 -0.518 -4.100 -0.001
C 1.502 4.174 -3.788 0.000
C 2.262 -0.991 0.520 -0.002
C 1.430 2.488 -2.021 0.000
H -5.345 -0.821 -4.282 0.000
H 0.716 1.639 7.494 0.000
H 4.158 -1.930 -3.588 0.000
H -1.074 1.794 0.535 0.001
H 2.069 1.171 5.449 0.000
H 1.210 -2.169 3.682 0.000
H 0.428 3.637 -5.493 0.000
H -1.062 -0.673 -4.749 0.000
H 3.217 -4.075 -4.337 0.000
H 2.796 -0.192 -2.567 0.000
H -0.284 1.531 0.703 0.000
H -4.995 -0.440 -1.878 0.000
H 2.264 -0.017 6.521 0.000
H 1.813 -2.522 5.285 0.000
H -2.752 -0.082 -0.871 -0.001
H 2.392 4.397 -1.898 0.000
H 1.861 5.126 -4.174 0.000
H 0.018 0.086 7.358 0.000
H -2.707 -0.866 4.599 0.000
H 2.819 -1.449 4.200 0.000
H -0.488 2.338 5.413 0.000
H -2.548 0.500 3.405 0.001
H 0.825 -4.423 -3.909 0.000
H -1.525 1.683 6.452 0.000
H 1.661 2.184 -1.011 0.000
H -0.486 1.495 -4.598 0.000
H -3.329 -0.901 -5.690 0.000
H -0.608 -2.737 -2.813 0.000
H -3.158 0.721 5.140 0.000
```

Its HOMO-LUMO gap (alpha / beta) is 6.40 / 6.59 eV. As for the multiplicity: 5. For the calculated total energy, the calculation gives -2639.41928 Eh. As for the total charge: +2. Its expectation value of S² is 6.0066.

- The highest calculated total energy belongs to which entry?
  C25H29Cl2N4O2RhTe

- Among the records above, which one has the lowest calculated total energy?
  C25H29Br2N4OTi